(1)
12
Properties=species:S:1:pos:R:3:forces:R:3 method="wB97M-V/def2-TZVPD" homo_lumo_gap_ev="10.26 / 10.26" multiplicity=1 homo_ev="-9.7092 / -9.7085" molar_mass_g_mol=90.08 e_above_lowest_ev=4.450
C 0.374597 1.779135 -0.749890 -1.2313 2.3416 0.4161
N -0.112556 0.497888 -0.607904 -1.6206 -3.9263 -0.8832
N -0.089080 -0.057006 0.531699 0.5958 3.6591 -0.6315
O 0.266720 0.582449 1.575620 -0.3282 -1.4642 -0.5606
C -0.571268 -1.444931 0.564012 0.7353 -0.5693 -0.8918
O 0.496001 -2.345372 0.194456 -2.2405 0.4533 5.2145
H 1.337895 1.664602 -0.265108 0.6125 1.4553 0.0619
H 0.346943 2.166762 -1.815888 0.4078 -1.0342 1.2276
H -0.381018 2.464013 -0.201391 1.6342 -0.5778 -0.2428
H -0.968524 -1.522284 1.571319 0.6998 -0.9231 0.2052
H -1.421354 -1.487825 -0.118469 0.2852 -0.0460 -0.1777
H 0.721644 -2.297431 -0.678457 0.4499 0.6316 -3.7376



(2)
12
Properties=species:S:1:pos:R:3:forces:R:3 method="wB97M-V/def2-TZVPD" homo_lumo_gap_ev=10.31 multiplicity=1 homo_ev=-9.5832 molar_mass_g_mol=90.08 e_above_lowest_ev=1.192
H 2.490557 -0.602156 -0.340869 0.0240 0.0691 -0.2183
N 1.540587 -0.551349 0.002813 -0.1385 -0.3177 0.2117
C 1.386893 0.491612 0.716895 0.1152 0.4998 -0.3058
N 0.257562 0.742035 1.425798 0.1921 -0.1964 -0.0819
H 2.136507 1.287050 0.770408 0.0297 -0.0807 0.2657
H -0.517987 0.129633 1.250569 -0.3010 -0.0821 0.1352
H 0.031255 1.680204 1.683665 0.0324 0.2253 0.0807
O -2.287132 -0.386965 0.122553 -0.2093 -0.0456 -0.1907
C -1.617843 -0.831546 -0.762876 0.1531 -0.1414 0.5628
O -1.666134 -0.362109 -2.030347 -0.2764 0.3429 -0.0539
H -0.923547 -1.662166 -0.590067 0.1175 0.0068 -0.2335
H -0.830717 0.065758 -2.248543 0.2612 -0.2802 -0.1722



(3)
12
Properties=species:S:1:pos:R:3:forces:R:3 method="wB97M-V/def2-TZVPD" homo_lumo_gap_ev=9.97 multiplicity=1 homo_ev=-9.2407 molar_mass_g_mol=90.08 e_above_lowest_ev=5.909
C -0.012378 0.040915 1.569579 -0.6646 -0.8822 -4.0978
O 0.132032 1.258908 0.728918 -0.3049 0.2983 0.8621
N 0.796985 1.106849 -0.464926 -0.5202 -2.0513 -0.1702
C 0.147014 0.212076 -1.432075 3.8208 -1.4790 -0.9009
N 1.701371 2.012698 -0.746376 -0.0448 0.1809 1.3249
O 2.192643 1.920891 -1.842526 0.0073 -0.1152 -0.8651
H -0.927641 -0.568114 1.093845 1.7221 1.3163 1.5882
H -0.180409 0.440064 2.550309 0.0279 -0.2528 0.4132
H 0.881634 -0.599490 1.366191 -0.5269 0.5731 0.9007
H -0.302688 -0.629468 -0.989429 -1.0274 -0.4377 1.1270
H 0.882329 -0.366899 -2.130579 -0.6779 1.6497 1.2526
H -0.463174 0.760263 -2.046341 -1.8116 1.2000 -1.4346